This record from OMol25 describes a cluster of 2 separate species, C11H15N in total in a non-equilibrium geometry. The level of theory is ωB97M-V/def2-TZVPD.

Each line ends with the Löwdin charge.
Element x y z (Å)
1 C 0.442 -1.753 -1.087  -0.05
2 C 0.755 0.876 -0.747  -0.13
3 C 0.640 -0.334 -1.430  -0.24
4 C 0.772 1.969 -1.710  -0.20
5 C 0.394 0.046 -2.760  -0.03
6 C 1.396 2.382 1.014  -0.08
7 C 1.212 3.581 0.080  -0.09
8 C 1.299 1.070 0.574  -0.04
9 C 0.966 3.254 -1.217  -0.10
10 N 0.437 1.459 -2.951  0.10
11 H 1.659 2.668 2.069  0.09
12 H 1.475 4.652 0.425  0.12
13 H 1.624 0.255 1.165  0.09
14 H 1.001 4.192 -1.878  0.13
15 H 1.325 -2.124 -0.570  0.09
16 H 0.258 -2.501 -1.870  0.09
17 H 0.172 -0.643 -3.526  0.10
18 H 0.692 1.714 -3.838  0.11
19 H -0.469 -1.753 -0.552  0.05
20 C -2.726 -2.104 2.543  -0.15
21 C -1.256 -2.613 2.315  -0.16
22 H -3.336 -3.030 2.287  0.08
23 H -3.113 -1.634 3.397  0.04
24 H -2.814 -1.572 1.638  0.03
25 H -1.027 -3.441 2.967  0.05
26 H -1.237 -3.010 1.406  -0.02
27 H -0.541 -1.607 2.255  0.12

Cartesian forces (eV/Å) of the 2 atoms listed first:
C 0.9 -0.5 0.4
C 2.7 1.3 0.7

Output
Molar mass ... 161.248 g/mol
Energy relative to the best compared isomer or geometry (same formula, charge and spin) ... 282.1 kJ/mol
Lowest unoccupied orbital energy ... 0.910 eV
SMILES string ... Cc1c[nH]c2ccccc12.CC
Orbital gap ... 0.319 hartree
Total energy ... -13137.868 eV

---

This record from OMol25 describes a cluster of 2 separate species, C11H15N in total in a non-equilibrium geometry. The level of theory is ωB97M-V/def2-TZVPD.

Each line ends with the Löwdin charge.
Element x y z (Å)
1 C -3.638 -1.198 1.252  -0.09
2 C -1.417 -1.746 0.185  -0.07
3 C -2.338 -0.835 0.738  -0.26
4 C -0.713 0.223 -0.445  -0.19
5 C -1.903 0.501 0.353  -0.12
6 C -0.105 1.054 -1.374  -0.02
7 C -2.440 1.773 0.194  -0.04
8 C -0.694 2.300 -1.435  -0.12
9 C -1.735 2.683 -0.591  -0.11
10 N -0.351 -1.133 -0.344  0.07
11 H -1.349 -2.826 0.134  0.12
12 H 0.310 -1.531 -0.974  0.14
13 H -4.389 -1.363 0.479  0.08
14 H -3.874 -0.446 2.149  0.12
15 H 0.720 0.728 -1.865  0.07
16 H -3.198 2.042 0.973  0.12
17 H -0.289 3.051 -2.150  0.11
18 H -1.914 3.758 -0.813  0.11
19 H -3.647 -2.034 1.991  0.08
20 C 4.266 -0.770 -0.502  -0.22
21 C 3.865 -0.347 0.922  -0.19
22 H 5.250 -0.239 -0.888  0.08
23 H 4.528 -1.940 -0.624  0.10
24 H 3.542 -0.590 -1.317  0.03
25 H 3.365 -1.230 1.349  0.05
26 H 4.891 -0.379 1.576  0.12
27 H 3.257 0.494 1.026  0.03

Cartesian forces (eV/Å) of the 2 atoms listed first:
C -1.2 0.6 4.4
C -1.1 -0.2 1.7

Output
Molar mass ... 161.248 g/mol
Energy relative to the best compared isomer or geometry (same formula, charge and spin) ... 250.6 kJ/mol
Lowest unoccupied orbital energy ... 0.756 eV
SMILES string ... Cc1c[nH]c2ccccc12.CC
Orbital gap ... 0.307 hartree
Total energy ... -13138.194 eV

---

This record from OMol25 describes a cluster of 2 separate species, C11H15N in total in a non-equilibrium geometry. The level of theory is ωB97M-V/def2-TZVPD.

Each line ends with the Löwdin charge.
Element x y z (Å)
1 C 0.032 4.718 -0.512  -0.18
2 C -1.109 3.812 -0.120  -0.18
3 H 0.879 4.563 0.173  0.06
4 H 0.374 4.538 -1.530  0.06
5 H -0.202 5.758 -0.320  0.06
6 H -0.961 2.746 -0.195  0.04
7 H -2.045 4.133 -0.585  0.06
8 H -1.306 3.941 0.958  0.07
9 C 2.338 -0.285 0.986  -0.05
10 C 0.193 -1.558 0.110  -0.14
11 C 1.433 -1.447 0.768  -0.24
12 C -0.358 -2.848 0.324  -0.19
13 C 1.647 -2.666 1.387  -0.05
14 C -1.544 -1.083 -1.443  -0.11
15 C -2.130 -2.361 -1.181  -0.10
16 C -0.380 -0.677 -0.876  -0.02
17 C -1.530 -3.236 -0.327  -0.04
18 N 0.545 -3.457 1.173  0.06
19 H -1.927 -0.548 -2.305  0.09
20 H -3.086 -2.524 -1.655  0.10
21 H 0.260 0.176 -1.039  0.10
22 H -1.973 -4.204 -0.117  0.11
23 H 2.121 0.545 0.308  0.07
24 H 3.335 -0.603 0.692  0.08
25 H 2.466 -3.039 1.975  0.12
26 H 0.569 -4.449 1.333  0.15
27 H 2.358 0.053 2.018  0.08

Cartesian forces (eV/Å) of the 2 atoms listed first:
C 0.9 -0.4 0.6
C -0.9 0.7 1.3

Output
Molar mass ... 161.248 g/mol
Energy relative to the best compared isomer or geometry (same formula, charge and spin) ... 70.7 kJ/mol
Lowest unoccupied orbital energy ... 0.948 eV
SMILES string ... Cc1c[nH]c2ccccc12.CC
Orbital gap ... 0.319 hartree
Total energy ... -13140.058 eV